(1)
Computed, not measured: a cluster of 13 separate species, C52H72N6O21 in total, with wB97M-V/def2-TZVPD.

Summary:
- ΔE to the lowest compared entry with this formula, charge and spin: 0.00 kJ/mol
- Gap between HOMO and LUMO: 7.5 eV
- E_LUMO: 0.1789 eV
- Calculated total energy: -3933.30680 a.u.

Element x y z (Å)
C 3.996 0.544 -2.804
C 3.192 1.824 -2.974
C 3.105 2.785 -1.785
O 3.175 4.064 -2.393
C 3.596 3.961 -3.637
O 3.780 4.893 -4.366
O 3.816 2.676 -3.946
H 4.971 0.779 -2.371
H 4.154 0.077 -3.776
H 3.481 -0.174 -2.166
H 2.209 1.521 -3.348
H 3.960 2.686 -1.113
H 2.182 2.709 -1.213
C 2.788 -4.425 -0.248
C 1.450 -4.648 0.408
C 0.562 -3.428 0.637
O -0.674 -3.811 0.044
C -0.605 -5.002 -0.537
O -1.499 -5.592 -1.073
O 0.634 -5.507 -0.418
H 3.461 -5.273 -0.105
H 3.343 -3.587 0.175
H 2.683 -4.285 -1.325
H 1.634 -5.218 1.322
H 0.930 -2.503 0.193
H 0.375 -3.286 1.701
C 9.001 1.259 -0.487
C 8.002 1.020 0.620
C 7.797 2.164 1.590
O 6.405 2.234 1.786
C 5.795 1.409 0.890
O 4.617 1.282 0.849
O 6.685 0.713 0.172
H 8.672 2.028 -1.197
H 9.152 0.405 -1.148
H 9.945 1.623 -0.083
H 8.461 0.203 1.189
H 8.256 3.080 1.202
H 8.278 1.976 2.552
C -3.260 -4.835 2.786
C -3.994 -3.626 2.196
C -5.127 -3.109 3.057
O -4.743 -1.816 3.509
C -3.537 -1.533 3.018
O -2.900 -0.554 3.246
O -3.095 -2.500 2.191
H -3.921 -5.697 2.648
H -3.178 -4.777 3.872
H -2.320 -5.015 2.273
H -4.282 -3.914 1.187
H -5.385 -3.699 3.940
H -6.069 -3.046 2.507
C -4.105 3.426 2.829
C -2.677 3.682 2.396
C -2.250 2.964 1.087
O -1.815 4.051 0.268
C -1.837 5.198 0.949
O -1.425 6.245 0.545
O -2.455 5.054 2.134
H -4.390 3.974 3.731
H -4.264 2.392 3.140
H -4.744 3.766 2.013
H -1.945 3.406 3.162
H -3.090 2.422 0.657
H -1.433 2.335 1.428
C -3.307 -5.464 -4.214
C -4.138 -4.309 -3.656
C -4.388 -4.297 -2.134
O -4.000 -2.996 -1.729
C -3.267 -2.437 -2.699
O -2.661 -1.411 -2.563
O -3.306 -3.146 -3.811
H -3.775 -6.422 -3.972
H -2.333 -5.564 -3.733
H -3.212 -5.266 -5.279
H -5.035 -4.131 -4.251
H -3.842 -5.109 -1.654
H -5.452 -4.516 -2.028
C 0.455 -2.861 -3.334
C 0.556 -2.286 -4.725
C 0.045 -3.158 -5.890
O -0.616 -2.240 -6.737
C -0.907 -1.120 -6.077
O -1.526 -0.207 -6.509
O -0.344 -1.172 -4.837
H -0.508 -3.339 -3.164
H 0.658 -2.149 -2.533
H 1.293 -3.561 -3.242
H 1.559 -1.935 -4.986
H -0.622 -3.966 -5.580
H 0.866 -3.590 -6.462
N 2.141 -2.622 4.005
C 2.211 -1.255 4.098
C 3.061 -0.814 3.111
C 3.574 -1.977 2.496
C 3.056 -3.091 3.103
H 1.530 -3.176 4.577
H 1.599 -0.748 4.826
H 3.290 0.123 2.628
H 4.225 -1.888 1.637
H 3.127 -4.159 2.980
N 0.196 4.985 -3.667
C -0.216 4.271 -2.579
C -0.438 2.992 -3.004
C -0.094 2.916 -4.360
C 0.175 4.199 -4.797
H 0.519 5.934 -3.624
H -0.359 4.733 -1.618
H -0.821 2.170 -2.423
H -0.112 2.057 -5.015
H 0.409 4.574 -5.778
N -0.941 -0.123 -0.717
C -0.996 -0.079 0.640
C 0.260 0.214 1.142
C 1.131 0.289 0.026
C 0.336 0.139 -1.096
H -1.702 -0.373 -1.330
H -1.945 -0.242 1.121
H 0.561 0.315 2.172
H 2.195 0.433 0.150
H 0.599 0.231 -2.139
N -5.408 0.854 -1.555
C -6.355 1.736 -1.114
C -6.279 1.731 0.253
C -5.334 0.759 0.677
C -4.818 0.239 -0.493
H -5.157 0.639 -2.502
H -7.015 2.169 -1.846
H -6.929 2.218 0.965
H -5.118 0.466 1.690
H -4.025 -0.470 -0.668
N -1.787 1.570 6.528
C -1.737 1.521 5.155
C -0.426 1.468 4.800
C 0.374 1.466 5.987
C -0.511 1.478 7.019
H -2.612 1.672 7.086
H -2.656 1.461 4.600
H -0.085 1.528 3.779
H 1.446 1.523 6.080
H -0.395 1.408 8.090
N 0.925 5.593 2.011
C 1.315 4.798 0.983
C 1.623 3.558 1.507
C 1.569 3.703 2.913
C 1.095 4.973 3.225
H 0.463 6.470 1.841
H 1.112 5.037 -0.049
H 1.873 2.655 0.977
H 1.746 2.898 3.608
H 0.820 5.536 4.099

Cartesian forces (eV/Å) of the 6 atoms listed first:
C 0.31 0.54 0.08
C -0.08 -0.45 0.16
C 0.05 -0.61 0.34
O -0.59 0.58 0.84
C 0.25 0.59 -0.76
O 0.07 -0.32 0.05

These are the Löwdin partial charges, in e, on atoms 1 to 8: -0.009, -0.297, -0.077, 0.072, -0.606, 0.138, 0.090, 0.079


(2)
Computed, not measured: a cluster of 14 separate species, C52H79N5O27 in total, with wB97M-V/def2-TZVPD.

Summary:
- Gap between HOMO and LUMO: 9.8 eV
- E_LUMO: 0.4631 eV
- Calculated total energy: -4333.95478 a.u.

Element x y z (Å)
C 16.863 15.718 12.582
O 17.422 16.099 11.323
C 17.003 15.422 10.208
O 16.475 14.279 10.224
O 17.282 16.085 9.059
C 17.685 17.426 8.921
H 15.783 15.837 12.496
H 17.185 16.403 13.366
H 17.101 14.683 12.824
H 18.516 17.629 9.596
H 16.858 18.080 9.195
H 17.952 17.683 7.896
C 13.595 18.302 18.635
O 12.628 18.934 19.413
C 11.345 18.631 19.369
O 10.843 17.779 18.643
O 10.606 19.392 20.310
C 11.146 20.420 21.114
H 14.512 18.880 18.752
H 13.324 18.235 17.581
H 13.650 17.296 19.050
H 11.666 21.097 20.436
H 11.792 20.021 21.895
H 10.344 21.063 21.476
C 9.486 9.359 14.164
O 10.789 9.746 13.948
C 11.550 10.002 15.040
O 11.265 9.718 16.243
O 12.691 10.670 14.641
C 13.672 10.989 15.590
H 9.455 8.631 14.974
H 9.141 8.989 13.199
H 8.929 10.274 14.363
H 14.636 10.671 15.194
H 13.467 10.492 16.538
H 13.671 12.078 15.635
C 14.465 12.345 19.980
O 13.355 12.215 19.141
C 13.016 13.326 18.444
O 13.590 14.395 18.443
O 12.115 12.953 17.635
C 11.507 13.886 16.833
H 14.959 11.375 19.921
H 14.151 12.660 20.976
H 15.169 13.110 19.650
H 12.085 14.465 16.113
H 10.869 14.602 17.352
H 10.757 13.425 16.190
C 18.252 12.870 14.450
O 18.648 11.852 15.352
C 18.511 12.091 16.721
O 18.024 13.084 17.243
O 19.096 11.155 17.353
C 19.213 11.286 18.787
H 17.163 12.842 14.499
H 18.795 12.647 13.532
H 18.577 13.895 14.627
H 19.724 12.210 19.056
H 19.775 10.438 19.178
H 18.224 11.295 19.245
C 11.633 13.211 12.160
O 12.985 12.993 12.114
C 13.789 13.557 13.020
O 13.505 14.519 13.706
O 14.951 12.765 13.267
C 15.400 11.709 12.451
H 11.248 14.231 12.134
H 11.278 12.721 13.067
H 11.151 12.576 11.417
H 14.822 10.785 12.461
H 16.327 11.251 12.794
H 15.524 12.066 11.428
C 15.966 19.772 15.612
O 15.464 18.482 15.294
C 15.804 17.421 16.126
O 16.267 17.472 17.298
O 15.524 16.234 15.438
C 16.020 15.020 15.924
H 17.056 19.778 15.610
H 15.707 20.089 16.622
H 15.684 20.549 14.901
H 15.455 14.169 15.543
H 16.072 15.043 17.012
H 17.042 15.069 15.547
C 15.368 23.139 13.102
O 16.214 23.167 11.979
C 17.333 23.964 11.969
O 17.715 24.576 12.969
O 17.807 24.007 10.724
C 18.949 24.884 10.432
H 14.377 22.829 12.773
H 15.147 24.091 13.583
H 15.646 22.434 13.886
H 19.963 24.609 10.723
H 18.811 25.892 10.825
H 19.113 24.858 9.355
C 8.453 16.437 12.012
O 9.464 17.127 12.652
C 10.105 16.618 13.714
O 9.857 15.531 14.268
O 10.967 17.538 14.094
C 11.851 17.366 15.201
H 8.631 15.362 12.005
H 8.460 16.649 10.943
H 7.534 16.760 12.502
H 12.215 18.341 15.524
H 12.694 16.725 14.942
H 11.436 17.056 16.160
N 18.281 16.937 21.315
C 17.551 16.706 20.203
C 16.149 16.413 20.255
C 15.604 16.270 21.515
C 16.304 16.551 22.674
C 17.678 16.860 22.500
H 18.065 16.812 19.259
H 15.630 16.266 19.319
H 14.573 15.950 21.548
H 15.971 16.376 23.687
H 18.271 17.111 23.367
N 13.268 21.177 15.678
C 12.561 21.263 16.850
C 11.146 21.314 16.849
C 10.478 21.158 15.666
C 11.172 21.134 14.456
C 12.566 21.025 14.573
H 13.168 21.449 17.724
H 10.598 21.484 17.764
H 9.403 21.257 15.694
H 10.657 21.148 13.507
H 13.176 20.851 13.699
N 21.109 20.515 17.187
C 19.869 20.335 17.759
C 19.146 19.166 17.458
C 19.647 18.172 16.626
C 20.926 18.291 16.123
C 21.612 19.452 16.461
H 19.589 21.115 18.451
H 18.161 19.035 17.880
H 18.964 17.356 16.441
H 21.402 17.559 15.488
H 22.602 19.623 16.065
N 19.307 21.121 11.019
C 20.265 20.966 11.952
C 20.170 20.233 13.127
C 18.936 19.723 13.365
C 17.896 19.905 12.505
C 18.136 20.605 11.343
H 21.179 21.443 11.630
H 21.031 20.058 13.755
H 18.861 19.059 14.213
H 16.939 19.482 12.772
H 17.251 20.758 10.743
N 14.149 19.284 11.597
C 13.843 18.028 12.089
C 13.783 16.940 11.248
C 13.990 17.069 9.879
C 14.274 18.324 9.357
C 14.288 19.429 10.267
H 13.656 18.014 13.153
H 13.551 15.975 11.674
H 13.749 16.187 9.304
H 14.387 18.499 8.298
H 14.642 20.403 9.962

Cartesian forces (eV/Å) of the 6 atoms listed first:
C -0.81 -0.34 -0.17
O -0.10 0.01 -1.48
C -0.62 -1.85 0.59
O 1.62 3.99 -0.12
O -0.72 -2.19 0.15
C 0.10 1.12 1.33

These are the Löwdin partial charges, in e, on atoms 1 to 8: -0.020, -0.024, -0.496, 0.074, -0.011, -0.047, 0.074, 0.092


(3)
Computed, not measured: a cluster of 13 separate species, C52H81ClI2N3O25P2S in total, with wB97M-V/def2-TZVPD.

Summary:
- Gap between HOMO and LUMO: 7.0 eV
- E_LUMO: -3.9214 eV
- Calculated total energy: -6211.73771 a.u.
- Total charge: +1

Element x y z (Å)
C 2.693 5.739 0.223
C 1.758 4.771 -0.409
I 2.528 3.705 -2.054
C 0.519 4.530 0.004
I -0.205 5.663 1.626
N -0.277 3.502 -0.650
C -1.656 3.691 -0.533
N -2.306 4.105 -1.635
N -2.338 3.442 0.554
P -4.078 3.617 0.730
S -5.023 2.202 -0.168
P 0.254 1.798 -0.312
O -1.172 1.204 0.156
Cl 1.320 1.951 1.473
H 3.684 5.632 -0.187
H 2.790 5.534 1.283
H 2.347 6.759 0.115
H -2.686 5.043 -1.535
H -1.705 4.030 -2.452
H -1.812 3.146 1.366
H -4.409 4.894 0.260
H -4.229 3.510 2.117
H -1.188 0.252 -0.005
O -8.021 -0.182 5.844
C -7.661 0.187 4.771
O -6.672 1.109 4.614
C -6.522 1.440 3.225
C -7.105 0.256 2.465
C -8.206 -0.218 3.415
H -7.063 2.369 3.028
H -5.465 1.591 3.007
H -7.456 0.518 1.470
H -6.351 -0.524 2.360
H -9.148 0.304 3.247
H -8.360 -1.292 3.369
O 2.745 -0.372 -2.513
C 3.211 0.044 -3.537
O 4.138 1.031 -3.555
C 4.421 1.408 -4.921
C 4.015 0.205 -5.761
C 2.855 -0.367 -4.946
H 3.831 2.296 -5.163
H 5.476 1.649 -5.024
H 3.753 0.462 -6.784
H 4.834 -0.516 -5.795
H 1.903 0.093 -5.216
H 2.779 -1.444 -5.026
O -2.328 2.065 8.983
C -3.467 2.032 8.621
O -3.855 1.398 7.492
C -5.263 1.620 7.255
C -5.842 1.979 8.617
C -4.663 2.691 9.283
H -5.367 2.429 6.531
H -5.705 0.722 6.841
H -6.746 2.579 8.553
H -6.081 1.069 9.168
H -4.644 3.757 9.054
H -4.638 2.540 10.359
O -2.779 -2.137 13.315
C -2.457 -1.769 12.227
O -1.460 -0.879 12.014
C -1.379 -0.547 10.613
C -2.036 -1.715 9.889
C -3.091 -2.160 10.901
H -1.906 0.390 10.445
H -0.337 -0.418 10.334
H -2.439 -1.442 8.915
H -1.311 -2.516 9.740
H -4.027 -1.612 10.787
H -3.277 -3.229 10.867
O -1.525 7.010 -3.677
C -1.285 6.206 -4.528
O -1.479 4.878 -4.326
C -1.004 4.128 -5.472
C -1.014 5.127 -6.621
C -0.711 6.447 -5.904
H -0.001 3.757 -5.250
H -1.663 3.282 -5.645
H -0.307 4.878 -7.409
H -2.008 5.172 -7.065
H 0.361 6.628 -5.808
H -1.190 7.300 -6.374
O 2.713 -2.429 -8.598
C 3.387 -3.323 -8.175
O 3.304 -3.752 -6.897
C 4.310 -4.754 -6.637
C 4.665 -5.317 -8.005
C 4.460 -4.102 -8.912
H 5.163 -4.268 -6.153
H 3.908 -5.511 -5.971
H 5.667 -5.740 -8.048
H 3.958 -6.102 -8.274
H 5.357 -3.484 -8.977
H 4.121 -4.374 -9.907
O 2.821 -6.985 -4.927
C 2.352 -6.689 -3.859
O 1.030 -6.657 -3.634
C 0.758 -6.183 -2.287
C 2.044 -6.440 -1.520
C 3.104 -6.275 -2.606
H 0.512 -5.119 -2.337
H -0.086 -6.717 -1.875
H 2.176 -5.782 -0.667
H 2.061 -7.468 -1.155
H 3.426 -5.237 -2.716
H 3.964 -6.918 -2.445
O 0.908 10.046 -4.940
C 1.114 10.143 -3.769
O 1.589 11.271 -3.192
C 1.840 11.048 -1.794
C 0.965 9.858 -1.417
C 0.942 9.061 -2.721
H 2.905 10.840 -1.663
H 1.589 11.948 -1.239
H 1.340 9.303 -0.558
H -0.043 10.201 -1.180
H 1.784 8.369 -2.794
H 0.006 8.531 -2.868
O -1.306 -6.803 -0.239
C -2.442 -7.031 -0.546
O -2.989 -6.557 -1.687
C -4.390 -6.895 -1.739
C -4.545 -8.090 -0.809
C -3.472 -7.812 0.242
H -4.965 -6.031 -1.403
H -4.663 -7.122 -2.766
H -5.549 -8.190 -0.402
H -4.307 -9.010 -1.344
H -3.849 -7.183 1.048
H -3.043 -8.725 0.643
O -5.230 -6.228 2.671
C -4.852 -6.864 3.612
O -4.560 -8.180 3.528
C -4.237 -8.702 4.832
C -3.811 -7.490 5.650
C -4.666 -6.381 5.037
H -5.126 -9.187 5.238
H -3.448 -9.442 4.734
H -3.954 -7.623 6.720
H -2.756 -7.278 5.476
H -5.646 -6.307 5.511
H -4.170 -5.415 5.054
O 4.109 -4.611 0.323
C 4.361 -3.442 0.321
O 3.399 -2.491 0.329
C 3.987 -1.178 0.228
C 5.423 -1.354 0.712
C 5.732 -2.789 0.282
H 3.913 -0.846 -0.808
H 3.423 -0.483 0.848
H 6.105 -0.608 0.308
H 5.458 -1.287 1.800
H 6.113 -2.841 -0.738
H 6.414 -3.288 0.962
O 8.828 3.540 -6.465
C 8.734 3.475 -5.281
O 7.919 2.576 -4.659
C 7.930 2.808 -3.238
C 9.232 3.549 -2.962
C 9.421 4.349 -4.250
H 7.050 3.402 -2.977
H 7.879 1.856 -2.716
H 9.195 4.159 -2.062
H 10.047 2.834 -2.850
H 8.911 5.312 -4.214
H 10.467 4.489 -4.503

Cartesian forces (eV/Å) of the 6 atoms listed first:
C 0.31 -0.27 0.22
C -0.11 -0.03 -0.41
I 0.05 0.10 0.16
C 0.05 0.06 -0.89
I 0.01 -0.15 -0.08
N -0.56 -0.87 2.21

These are the Löwdin partial charges, in e, on atoms 1 to 8: -0.203, -0.823, 1.002, -0.864, 1.014, -0.273, -0.553, 0.228